Formula: C60H153N11O19
Source: the OMol25 dataset
Level of theory: ωB97M-V/def2-TZVPD

Atoms and positions in Å:
1 C -5.375 1.616 -1.664
2 O -6.113 0.809 -0.789
3 C -5.261 0.112 0.090
4 C -6.029 -0.825 1.038
5 C -7.141 -0.139 1.845
6 N -5.020 -1.328 1.965
7 H -6.024 2.229 -2.299
8 H -4.836 1.024 -2.464
9 H -4.593 2.205 -1.250
10 H -4.487 -0.448 -0.507
11 H -4.660 0.795 0.708
12 H -6.512 -1.587 0.441
13 H -6.882 0.892 2.090
14 H -7.298 -0.739 2.732
15 H -8.057 -0.159 1.135
16 H -5.354 -2.115 2.528
17 H -4.242 -1.782 1.412
18 C 6.704 0.108 -2.669
19 O 5.405 0.485 -3.138
20 C 4.706 -0.746 -3.502
21 C 3.540 -0.318 -4.386
22 C 2.661 0.717 -3.776
23 N 2.825 -1.462 -4.767
24 H 7.252 0.922 -2.216
25 H 7.245 -0.338 -3.460
26 H 6.533 -0.712 -1.889
27 H 5.378 -1.436 -3.947
28 H 4.469 -1.232 -2.552
29 H 3.923 0.141 -5.303
30 H 1.989 1.001 -4.544
31 H 3.154 1.623 -3.372
32 H 2.102 0.321 -2.934
33 H 3.364 -2.010 -5.436
34 H 2.570 -2.011 -3.932
35 C 2.049 -2.099 -0.633
36 O 2.020 -0.754 -0.230
37 C 0.753 -0.116 -0.393
38 C 0.018 -0.413 0.923
39 C -1.509 -0.114 0.643
40 N 0.521 0.420 2.030
41 H 1.155 -2.552 -0.231
42 H 2.939 -2.479 -0.172
43 H 2.190 -2.182 -1.727
44 H 0.884 0.946 -0.511
45 H 0.204 -0.615 -1.216
46 H 0.200 -1.472 1.153
47 H -2.042 -0.198 1.602
48 H -1.873 -0.860 -0.096
49 H -1.725 0.850 0.132
50 H 0.264 -0.066 2.892
51 H 1.544 0.323 1.998
52 C -1.397 3.732 2.312
53 O -2.332 4.585 1.709
54 C -3.311 4.013 0.881
55 C -4.697 3.914 1.591
56 N -5.234 5.202 1.843
57 C -6.562 5.266 2.441
58 C -7.624 5.267 1.360
59 O -7.695 3.986 0.728
60 C -8.596 3.965 -0.354
61 H -1.925 3.099 3.030
62 H -0.553 4.281 2.671
63 H -0.967 2.982 1.593
64 H -2.944 3.148 0.429
65 H -3.355 4.720 0.065
66 H -4.610 3.302 2.557
67 H -5.327 3.290 0.980
68 H -4.528 5.734 2.330
69 H -6.742 6.161 3.057
70 H -6.711 4.427 3.138
71 H -7.165 5.930 0.606
72 H -8.606 5.646 1.715
73 H -8.507 4.822 -1.019
74 H -9.612 3.904 -0.003
75 H -8.470 3.077 -0.938
76 C -0.833 -4.276 2.296
77 O -0.844 -4.137 0.912
78 C -2.092 -3.675 0.440
79 C -3.266 -4.587 0.503
80 N -3.882 -4.722 1.858
81 C -5.348 -4.921 1.783
82 C -5.704 -6.171 0.972
83 O -5.272 -7.286 1.702
84 C -5.512 -8.533 1.064
85 H -1.275 -5.195 2.672
86 H -1.426 -3.457 2.802
87 H 0.261 -4.367 2.597
88 H -1.991 -3.421 -0.621
89 H -2.365 -2.809 1.023
90 H -2.921 -5.481 0.039
91 H -4.100 -4.219 -0.107
92 H -3.419 -5.406 2.389
93 H -5.748 -4.086 1.247
94 H -5.783 -5.027 2.734
95 H -5.178 -6.166 0.014
96 H -6.765 -6.148 0.625
97 H -4.908 -8.633 0.170
98 H -6.553 -8.592 0.807
99 H -5.205 -9.338 1.657
100 C 5.058 -0.152 1.067
101 O 5.318 1.162 1.147
102 C 4.432 1.876 0.331
103 C 4.908 3.317 0.402
104 N 6.113 3.657 -0.299
105 C 5.880 3.793 -1.702
106 C 7.187 3.797 -2.496
107 O 8.130 2.914 -1.943
108 C 9.389 3.227 -2.435
109 H 5.016 -0.471 0.015
110 H 4.116 -0.437 1.538
111 H 5.770 -0.818 1.600
112 H 3.376 1.718 0.701
113 H 4.509 1.561 -0.752
114 H 5.096 3.604 1.435
115 H 4.109 3.982 0.026
116 H 6.851 3.014 -0.167
117 H 5.314 4.666 -1.908
118 H 5.337 2.964 -2.169
119 H 7.681 4.806 -2.463
120 H 7.028 3.471 -3.508
121 H 10.037 2.727 -1.730
122 H 9.645 4.290 -2.543
123 H 9.581 2.772 -3.451
124 C 0.455 -4.607 -2.243
125 O 1.231 -3.999 -3.276
126 C 1.737 -4.950 -4.233
127 C 2.951 -5.806 -3.678
128 N 4.199 -5.147 -3.347
129 C 4.208 -4.425 -2.115
130 C 5.709 -4.147 -1.746
131 O 5.769 -3.489 -0.497
132 C 7.034 -3.156 -0.081
133 H -0.228 -5.430 -2.553
134 H -0.091 -3.768 -1.806
135 H 1.093 -5.107 -1.534
136 H 2.141 -4.384 -5.067
137 H 0.805 -5.503 -4.553
138 H 3.175 -6.523 -4.489
139 H 2.775 -6.460 -2.758
140 H 4.570 -4.707 -4.181
141 H 3.852 -5.185 -1.353
142 H 3.542 -3.558 -2.006
143 H 6.143 -3.529 -2.546
144 H 6.278 -5.051 -1.658
145 H 7.558 -2.492 -0.822
146 H 7.643 -4.136 0.010
147 H 7.004 -2.722 0.926
148 C 6.407 3.133 6.093
149 O 5.100 2.833 5.746
150 C 4.749 3.714 4.634
151 C 3.438 3.236 4.083
152 N 2.410 3.342 5.115
153 C 1.349 2.353 5.011
154 C 0.191 2.542 5.999
155 O 0.606 2.078 7.290
156 C -0.368 2.140 8.288
157 H 6.576 4.127 6.389
158 H 7.117 2.987 5.279
159 H 6.707 2.440 6.902
160 H 5.489 3.701 3.836
161 H 4.557 4.732 4.984
162 H 3.610 2.204 3.701
163 H 3.196 3.911 3.233
164 H 2.784 3.238 6.021
165 H 1.757 1.377 5.103
166 H 0.959 2.342 3.970
167 H -0.665 2.006 5.613
168 H 0.016 3.638 6.127
169 H -1.184 1.540 8.023
170 H -0.747 3.178 8.493
171 H 0.094 1.849 9.182
172 C 0.592 5.009 -0.562
173 O 1.838 5.171 -1.219
174 C 1.896 5.459 -2.602
175 C 1.413 4.372 -3.531
176 N 1.182 4.765 -4.932
177 C -0.035 5.607 -5.230
178 C -1.219 4.757 -5.643
179 O -1.912 4.188 -4.577
180 C -2.877 5.112 -4.006
181 H 0.115 5.858 -0.015
182 H 0.653 4.181 0.154
183 H -0.114 4.662 -1.314
184 H 2.966 5.496 -2.804
185 H 1.442 6.383 -2.854
186 H 0.391 4.055 -3.154
187 H 2.002 3.452 -3.544
188 H 1.941 5.313 -5.309
189 H 0.319 6.262 -6.052
190 H -0.288 6.133 -4.334
191 H -0.849 3.906 -6.207
192 H -1.866 5.288 -6.303
193 H -3.170 4.693 -3.007
194 H -3.757 5.109 -4.647
195 H -2.386 6.061 -3.942
196 C 3.678 -4.409 2.486
197 O 2.699 -3.806 3.280
198 C 2.928 -2.394 3.359
199 C 2.285 -1.926 4.632
200 N 0.939 -1.662 4.426
201 C 0.111 -1.229 5.547
202 C -1.381 -0.976 5.194
203 O -2.082 -2.165 4.961
204 C -3.459 -2.036 5.122
205 H 4.599 -4.564 3.081
206 H 3.948 -3.890 1.585
207 H 3.274 -5.399 2.093
208 H 2.402 -1.958 2.522
209 H 3.972 -2.104 3.132
210 H 2.803 -1.014 4.927
211 H 2.459 -2.712 5.404
212 H 0.365 -2.258 3.870
213 H 0.551 -0.335 6.015
214 H 0.134 -1.970 6.345
215 H -1.511 -0.367 4.296
216 H -1.903 -0.396 5.960
217 H -3.876 -1.275 4.445
218 H -3.780 -1.800 6.134
219 H -3.825 -2.997 4.746
220 C -6.604 -2.587 -2.897
221 O -5.232 -2.888 -3.125
222 C -5.042 -3.955 -4.106
223 C -3.613 -3.889 -4.474
224 N -3.272 -2.564 -4.796
225 C -1.864 -2.323 -4.722
226 C -1.560 -0.847 -4.721
227 O -2.291 -0.176 -3.665
228 C -1.699 1.113 -3.455
229 H -7.212 -2.848 -3.762
230 H -6.644 -1.490 -2.672
231 H -7.015 -3.062 -1.972
232 H -5.709 -3.831 -4.937
233 H -5.325 -4.899 -3.572
234 H -3.477 -4.648 -5.245
235 H -3.044 -4.309 -3.627
236 H -3.769 -1.949 -4.121
237 H -1.364 -2.802 -5.543
238 H -1.316 -2.732 -3.874
239 H -1.893 -0.377 -5.646
240 H -0.507 -0.714 -4.629
241 H -0.602 0.980 -3.483
242 H -2.042 1.503 -2.480
243 H -2.026 1.809 -4.261

Atomic forces in eV per Å
C 0.01 -1.07 -2.68
O 0.06 0.25 0.21
C 0.64 -0.46 -0.04
C 0.31 0.88 0.17
C -0.81 -0.15 -2.23
N 1.44 -1.37 -0.68
H -0.27 0.13 0.70
H -0.34 -0.11 0.84
H 0.42 0.75 1.06
H -0.67 0.05 0.34
H -0.24 0.22 0.05
H -0.04 -0.59 -0.33
H -0.09 -0.07 0.12
H -0.39 0.06 0.22
H 1.18 0.30 1.57
H -0.18 0.43 -0.17
H -0.95 0.76 0.79
C -1.65 -1.03 1.76
O 0.71 -0.93 -0.15
C 0.12 2.84 1.08
C 1.95 0.49 0.33
C 0.01 0.70 1.34
N -1.50 -1.79 -0.41
H -0.18 0.28 -0.09
H 0.89 -0.42 -1.00
H 0.49 0.94 -0.63
H 0.76 -0.56 -1.16
H -0.85 -0.05 0.14
H 0.43 -0.12 0.09
H -0.96 0.49 -0.59
H 0.18 -0.62 -0.47
H -0.26 -0.28 0.18
H -0.33 -0.11 0.45
H 0.04 -0.05 -0.78
C 0.16 1.05 -0.13
O 0.75 1.40 -0.58
C 0.07 -2.10 1.32
C -1.58 1.39 -0.97
C 0.68 -0.80 0.02
N 0.28 -0.32 -0.49
H -0.19 -0.91 -0.30
H 0.41 -0.64 0.31
H -0.61 -0.08 0.34
H 0.12 0.45 -0.32
H 0.15 0.60 0.05
H -0.51 -0.05 -0.15
H -0.25 0.14 -0.48
H 0.03 0.17 0.64
H 0.52 -0.25 0.71
H 0.21 0.25 -0.06
H -0.33 0.15 0.14
C -0.62 -2.03 -1.27
O 0.65 1.02 0.29
C -0.99 1.81 1.05
C 1.46 -1.98 0.61
N -0.13 1.22 -0.10
C -0.17 -0.54 0.49
C 0.62 0.03 -0.81
O -0.14 0.16 0.32
C -0.12 0.09 0.25
H 0.42 0.14 0.64
H 0.16 0.52 0.68
H -0.32 0.59 0.20
H 0.34 -2.12 -0.34
H -0.67 0.34 -0.40
H 0.27 0.53 -0.87
H -0.57 0.08 -0.47
H -0.22 0.20 0.21
H 0.54 -0.05 -0.39
H -0.13 -0.10 -0.08
H -0.71 0.33 0.09
H 0.36 -0.37 -0.20
H 0.20 0.30 -0.01
H -0.69 0.28 0.32
H 0.57 -0.62 -0.22
C 1.18 0.27 1.60
O -0.51 -0.30 -0.90
C -0.08 0.84 -0.34
C -1.16 -0.13 1.24
N -0.63 1.26 -1.28
C 1.70 -1.36 -1.80
C -0.05 0.37 -0.67
O -0.31 -0.63 0.47
C 0.10 1.65 -0.84
H -0.32 -0.43 -0.25
H 0.96 -0.47 -0.34
H -1.33 0.63 -0.13
H 0.36 0.21 0.17
H 0.06 0.80 0.08
H -0.09 -1.43 -0.21
H 0.53 0.32 -0.29
H 0.32 -1.08 0.77
H -0.43 0.77 -0.10
H -0.43 0.14 1.40
H 0.29 0.16 -0.16
H 0.15 -0.46 0.88
H 0.11 0.24 -0.62
H -0.64 -0.35 -0.18
H 0.22 -0.94 1.43
C -0.20 -3.28 0.02
O 0.86 1.40 0.35
C -0.26 0.71 -0.65
C -0.97 0.81 0.62
N -0.47 0.70 -0.61
C 1.03 -1.43 -1.20
C 0.23 1.54 0.72
O -0.42 0.50 0.32
C 1.29 -1.36 -0.91
H -0.04 -0.25 0.10
H -0.57 0.21 -0.16
H 0.25 0.86 -0.30
H 0.82 0.32 -0.45
H -0.23 -0.18 0.96
H -0.38 -0.22 0.32
H 0.18 -0.18 0.15
H 0.77 -0.87 0.48
H -0.45 1.06 -0.23
H -0.49 -0.30 0.35
H -0.70 -0.52 -0.26
H -0.35 0.27 -0.80
H 0.75 0.14 -0.02
H -0.40 -0.08 0.45
H -0.32 0.32 0.72
C -0.01 0.12 -0.43
O 0.05 -0.58 -0.48
C -0.28 -0.23 1.65
C -0.56 -1.49 0.23
N -0.75 -0.15 -1.27
C 1.21 -1.02 1.79
C -1.40 0.98 -0.03
O -1.64 0.41 -0.20
C 2.15 -1.40 -0.17
H 0.09 0.74 -0.50
H -0.03 -0.47 0.24
H 0.42 0.14 0.70
H -0.14 0.24 -0.19
H 1.37 -0.17 -0.01
H -0.11 0.15 0.23
H -0.61 0.87 -1.21
H 0.19 0.52 0.36
H 0.19 0.87 -0.52
H 0.53 -0.05 -0.34
H 0.16 0.08 0.11
H 0.20 -0.85 -0.28
H -0.33 -0.35 0.74
H -0.45 1.40 -0.13
H -0.12 0.12 -0.43
C 1.17 -2.08 0.66
O -0.33 1.28 -1.60
C -1.02 -0.68 0.71
C -0.08 -0.14 -0.14
N -0.97 0.16 -0.97
C -0.75 0.79 -1.08
C 1.46 1.07 0.44
O 0.48 -0.16 -0.78
C 0.24 2.32 -0.58
H -0.17 1.64 0.76
H 0.00 -0.32 -0.41
H -0.14 0.46 -0.27
H 0.38 -0.05 0.15
H 0.54 0.13 0.26
H -0.38 0.34 0.12
H -0.08 -0.54 0.24
H 0.93 -0.06 1.05
H 0.35 -1.38 0.43
H -0.06 0.35 0.52
H -0.55 -0.14 0.16
H -0.36 -0.63 -0.48
H -1.47 -1.11 -0.14
H 0.25 -0.53 -0.48
H 0.54 -0.80 1.28
C -0.85 -0.60 -0.54
O 0.31 0.16 0.90
C 1.30 -1.18 0.11
C -2.82 -0.92 -0.17
N -0.52 0.66 -0.18
C 1.57 -1.24 -0.20
C 0.98 -0.77 -0.42
O -0.97 0.37 1.15
C 0.47 -2.12 0.26
H 0.91 -0.02 -0.61
H 0.37 0.19 -0.05
H -0.54 0.07 0.07
H 0.17 0.66 0.16
H -0.58 1.14 -0.17
H 0.99 0.06 -0.49
H 0.26 0.37 0.31
H 0.52 -0.27 0.25
H -0.73 -0.04 0.51
H -0.29 0.99 0.43
H 0.25 -0.06 -0.21
H -0.83 0.73 -0.51
H 0.36 0.60 -0.82
H -0.11 0.39 -0.05
H -0.24 0.83 0.34
C -0.09 -2.27 -0.21
O 0.41 0.44 -0.30
C -0.33 -0.61 -0.70
C 1.86 -0.54 0.59
N -3.25 1.84 -0.05
C -0.13 0.22 0.34
C 0.65 0.47 -0.31
O 0.89 -0.55 0.47
C -0.56 -0.31 -1.33
H -0.25 -0.14 -0.30
H 0.02 0.81 -0.45
H 0.55 0.99 0.84
H -0.43 0.44 -0.45
H -0.11 -0.42 0.96
H -0.06 0.20 0.38
H 0.18 0.38 -0.16
H 0.42 -1.00 -0.50
H -0.22 0.04 -0.31
H -0.19 -0.37 0.32
H 0.43 0.33 -0.30
H 0.32 -0.04 0.54
H 0.10 0.08 0.09
H 0.12 -0.19 0.32
H -0.44 0.12 0.49
C 0.34 1.02 1.09
O -0.80 -0.71 -0.63
C -1.06 -0.05 2.62
C 0.02 -1.81 0.59
N -0.18 1.21 0.34
C 0.45 0.79 0.06
C -1.63 0.33 -0.21
O 1.06 -0.31 0.00
C -0.44 -0.19 -0.39
H -0.14 0.13 0.02
H -0.16 -0.77 -0.43
H 0.34 -0.16 -0.67
H -0.38 0.35 -0.58
H 0.39 0.39 -0.68
H 0.32 0.27 -0.63
H 0.19 0.25 0.21
H 0.61 -0.52 -0.69
H 0.28 -0.04 -0.83
H -0.39 -0.40 0.83
H 0.09 -0.04 -0.35
H 0.97 0.25 0.28
H -0.34 0.48 0.23
H 0.22 -0.21 -0.42
H 0.38 -0.29 0.53

## Properties
- E (eV) = -119978.902
- charge = 0
- frontier orbital gap (Eh) = 0.32501
- SMILES = COC[C@H](C)N.COC[C@H](C)N.COC[C@H](C)N.COCCNCCOC.COCCNCCOC.COCCNCCOC.COCCNCCOC.COCCNCCOC.COCCNCCOC.COCCNCCOC.COCCNCCOC
- ΔE to the lowest compared entry with this formula, charge and spin (kJ/mol) = 319.9

Mulliken atomic charge list, values in e, 8 entries: number 1, C, carries -0.3249; number 2, O, carries -0.4944; number 3, C, carries 0.0142; number 4, C, carries 0.8224; number 5, C, carries -1.4032; number 6, N, carries 0.0231; number 7, H, carries 0.4777; number 8, H, carries 0.0585